{
  "formula": "C54H144N6O21",
  "method": "ωB97M-V with the def2-TZVPD basis set",
  "symbols": ["C", "O", "C", "C", "N", "C", "C", "O", "C", "H", "H", "H", "H", "H", "H", "H", "H", "H", "H", "H", "H", "H", "H", "H", "C", "O", "C", "C", "N", "C", "C", "O", "C", "H", "H", "H", "H", "H", "H", "H", "H", "H", "H", "H", "H", "H", "H", "H", "C", "O", "C", "C", "N", "C", "C", "O", "C", "H", "H", "H", "H", "H", "H", "H", "H", "H", "H", "H", "H", "H", "H", "H", "C", "O", "C", "C", "N", "C", "C", "O", "C", "H", "H", "H", "H", "H", "H", "H", "H", "H", "H", "H", "H", "H", "H", "H", "C", "O", "C", "C", "N", "C", "C", "O", "C", "H", "H", "H", "H", "H", "H", "H", "H", "H", "H", "H", "H", "H", "H", "H", "C", "O", "C", "C", "N", "C", "C", "O", "C", "H", "H", "H", "H", "H", "H", "H", "H", "H", "H", "H", "H", "H", "H", "H", "C", "C", "O", "H", "H", "H", "H", "H", "H", "C", "C", "O", "H", "H", "H", "H", "H", "H", "C", "C", "O", "H", "H", "H", "H", "H", "H", "C", "C", "O", "H", "H", "H", "H", "H", "H", "C", "C", "O", "H", "H", "H", "H", "H", "H", "C", "C", "O", "H", "H", "H", "H", "H", "H", "C", "C", "O", "H", "H", "H", "H", "H", "H", "C", "C", "O", "H", "H", "H", "H", "H", "H", "C", "C", "O", "H", "H", "H", "H", "H", "H"],
  "positions_angstrom": [[-0.025, 3.048, -2.526], [-0.893, 2.056, -2.117], [-0.311, 1.291, -1.054], [-1.130, 0.069, -0.646], [-0.715, -0.522, 0.612], [-1.651, -1.635, 0.866], [-1.360, -2.292, 2.226], [-1.822, -1.359, 3.220], [-1.224, -1.646, 4.447], [0.921, 2.615, -2.775], [0.001, 3.919, -1.816], [-0.471, 3.396, -3.469], [-0.065, 1.905, -0.171], [0.568, 0.798, -1.535], [-1.025, -0.627, -1.452], [-2.106, 0.517, -0.621], [-0.905, 0.102, 1.344], [-1.627, -2.322, -0.008], [-2.714, -1.313, 0.796], [-0.293, -2.509, 2.367], [-2.007, -3.202, 2.372], [-0.167, -1.546, 4.499], [-1.553, -2.563, 4.850], [-1.773, -0.959, 5.127], [-5.016, 0.690, 0.298], [-4.446, 0.366, 1.485], [-5.416, 0.566, 2.531], [-4.856, 0.008, 3.903], [-4.780, -1.455, 4.003], [-5.956, -2.170, 3.496], [-5.628, -3.704, 3.365], [-4.594, -3.658, 2.402], [-4.058, -4.991, 2.255], [-5.428, 1.715, 0.223], [-5.877, 0.107, -0.018], [-4.353, 0.509, -0.534], [-6.386, 0.125, 2.322], [-5.439, 1.640, 2.701], [-5.495, 0.509, 4.634], [-3.837, 0.441, 3.968], [-3.924, -1.829, 3.544], [-6.208, -1.913, 2.456], [-6.708, -1.919, 4.199], [-6.478, -4.259, 2.932], [-5.380, -4.199, 4.316], [-4.836, -5.771, 2.205], [-3.317, -5.159, 3.009], [-3.439, -5.015, 1.322], [-0.242, 1.378, 4.115], [0.786, 1.158, 5.159], [0.568, 1.762, 6.460], [1.047, 1.036, 7.659], [0.464, -0.276, 7.738], [0.752, -1.142, 8.895], [-0.147, -2.326, 8.904], [-0.009, -2.961, 10.100], [-0.882, -4.057, 10.372], [0.082, 0.754, 3.311], [-0.283, 2.466, 3.914], [-1.201, 1.074, 4.489], [-0.526, 1.805, 6.577], [0.948, 2.833, 6.409], [0.801, 1.624, 8.529], [2.205, 0.980, 7.690], [0.589, -0.725, 6.866], [0.427, -0.553, 9.800], [1.849, -1.426, 9.036], [-0.005, -2.913, 8.046], [-1.208, -1.959, 8.883], [-1.965, -3.682, 10.438], [-0.494, -4.488, 11.294], [-0.918, -4.861, 9.600], [-4.632, -9.772, 1.184], [-3.824, -9.262, 0.091], [-3.415, -7.880, 0.290], [-2.670, -7.538, -1.058], [-3.550, -7.655, -2.229], [-4.548, -6.630, -2.257], [-4.233, -5.243, -2.898], [-3.586, -4.405, -1.972], [-2.996, -3.213, -2.454], [-4.384, -9.281, 2.158], [-4.475, -10.862, 1.174], [-5.681, -9.579, 0.946], [-2.707, -7.901, 1.132], [-4.346, -7.300, 0.504], [-1.808, -8.204, -1.188], [-2.196, -6.543, -0.989], [-4.005, -8.604, -2.126], [-4.863, -6.508, -1.225], [-5.382, -7.086, -2.870], [-5.156, -4.761, -3.268], [-3.645, -5.358, -3.806], [-2.120, -3.269, -3.140], [-2.844, -2.429, -1.687], [-3.766, -2.758, -3.089], [5.461, 7.930, -5.022], [5.588, 6.566, -4.716], [4.421, 6.117, -4.040], [3.264, 5.863, -4.985], [1.986, 5.404, -4.443], [1.358, 6.375, -3.452], [0.537, 7.483, -4.209], [-0.101, 8.221, -3.177], [-0.524, 9.540, -3.582], [6.160, 8.117, -5.777], [5.590, 8.636, -4.221], [4.485, 8.182, -5.359], [4.121, 6.828, -3.213], [4.581, 5.126, -3.630], [3.557, 5.079, -5.709], [3.107, 6.672, -5.676], [1.994, 4.493, -4.075], [2.006, 6.809, -2.763], [0.646, 5.734, -2.952], [-0.232, 7.143, -4.914], [1.327, 8.109, -4.759], [-0.781, 9.515, -4.671], [0.152, 10.286, -3.263], [-1.500, 9.708, -3.166], [7.170, 4.322, -9.357], [6.683, 3.040, -9.016], [6.515, 2.822, -7.582], [5.505, 1.665, -7.496], [5.315, 1.301, -6.149], [4.563, 2.231, -5.298], [4.760, 1.954, -3.815], [3.886, 2.889, -3.068], [3.805, 2.583, -1.666], [7.368, 4.369, -10.402], [8.049, 4.663, -8.799], [6.421, 5.064, -9.251], [6.178, 3.708, -7.082], [7.426, 2.497, -7.059], [5.970, 0.791, -7.966], [4.570, 1.952, -8.120], [4.834, 0.394, -6.068], [3.487, 2.290, -5.473], [4.892, 3.281, -5.424], [5.808, 2.083, -3.541], [4.475, 0.894, -3.612], [3.527, 1.503, -1.563], [3.060, 3.329, -1.272], [4.706, 2.680, -1.040], [1.163, -0.304, -3.843], [1.676, -0.994, -5.172], [2.992, -1.560, -4.941], [1.036, -1.075, -3.041], [0.220, 0.255, -4.048], [1.889, 0.449, -3.462], [1.838, -0.261, -5.959], [0.928, -1.701, -5.599], [2.920, -2.380, -4.485], [0.246, -5.266, -3.448], [0.243, -4.750, -2.031], [0.424, -3.330, -2.109], [1.178, -5.099, -3.942], [-0.602, -4.918, -4.029], [0.264, -6.369, -3.378], [1.106, -5.257, -1.522], [-0.660, -5.086, -1.537], [0.789, -2.953, -1.277], [3.853, -1.769, 0.601], [2.710, -1.691, -0.343], [1.517, -2.220, 0.230], [4.035, -2.786, 1.003], [3.582, -1.128, 1.487], [4.768, -1.421, 0.200], [2.918, -2.317, -1.270], [2.626, -0.722, -0.671], [0.954, -1.375, 0.461], [2.205, 2.759, 1.833], [1.312, 4.001, 1.680], [1.869, 4.791, 0.630], [2.303, 2.263, 0.866], [1.674, 2.046, 2.470], [3.191, 3.023, 2.135], [1.233, 4.581, 2.576], [0.321, 3.611, 1.414], [1.228, 5.411, 0.261], [-2.221, 5.583, -0.772], [-1.374, 6.509, 0.089], [0.028, 6.619, -0.177], [-2.060, 5.852, -1.829], [-3.321, 5.671, -0.643], [-1.914, 4.500, -0.710], [-1.491, 6.221, 1.190], [-1.877, 7.504, -0.017], [0.165, 7.082, -1.049], [3.394, -2.861, 5.405], [3.022, -1.626, 4.685], [3.486, -0.485, 5.408], [2.900, -3.074, 6.333], [4.482, -2.898, 5.664], [3.328, -3.707, 4.685], [1.963, -1.648, 4.561], [3.424, -1.607, 3.682], [2.908, 0.292, 5.190], [0.738, 5.337, -8.501], [-0.211, 5.434, -7.263], [0.051, 4.501, -6.206], [0.540, 4.414, -9.079], [1.804, 5.390, -8.308], [0.628, 6.145, -9.256], [-1.204, 5.251, -7.687], [-0.162, 6.402, -6.855], [0.613, 4.894, -5.576], [-4.005, -3.355, 8.045], [-3.823, -1.979, 7.461], [-5.030, -1.542, 6.804], [-3.126, -3.838, 8.448], [-4.426, -3.944, 7.181], [-4.780, -3.304, 8.852], [-3.022, -1.969, 6.705], [-3.575, -1.208, 8.198], [-4.896, -1.645, 5.822], [1.460, -5.094, 2.173], [0.070, -5.484, 2.385], [-0.766, -5.346, 1.219], [1.965, -5.297, 3.139], [1.568, -3.991, 2.002], [1.903, -5.558, 1.291], [-0.412, -4.901, 3.185], [-0.023, -6.600, 2.560], [-0.446, -4.651, 0.662]],
  "charge": 0,
  "multiplicity": 1
}

{
  "formula": "C54H145N7O25",
  "method": "ωB97M-V with the def2-TZVPD basis set",
  "symbols": ["C", "C", "O", "C", "O", "O", "C", "H", "H", "H", "H", "H", "H", "H", "H", "C", "O", "C", "C", "N", "C", "C", "O", "C", "H", "H", "H", "H", "H", "H", "H", "H", "H", "H", "H", "H", "H", "H", "H", "C", "O", "C", "C", "N", "C", "C", "O", "C", "H", "H", "H", "H", "H", "H", "H", "H", "H", "H", "H", "H", "H", "H", "H", "C", "O", "C", "C", "N", "C", "C", "O", "C", "H", "H", "H", "H", "H", "H", "H", "H", "H", "H", "H", "H", "H", "H", "H", "C", "O", "C", "C", "N", "C", "C", "O", "C", "H", "H", "H", "H", "H", "H", "H", "H", "H", "H", "H", "H", "H", "H", "H", "C", "O", "C", "C", "N", "C", "C", "O", "C", "H", "H", "H", "H", "H", "H", "H", "H", "H", "H", "H", "H", "H", "H", "H", "C", "O", "C", "C", "N", "C", "C", "O", "C", "H", "H", "H", "H", "H", "H", "H", "H", "H", "H", "H", "H", "H", "H", "H", "C", "O", "C", "C", "N", "C", "C", "O", "C", "H", "H", "H", "H", "H", "H", "H", "H", "H", "H", "H", "H", "H", "H", "H", "C", "O", "H", "H", "H", "H", "C", "O", "H", "H", "H", "H", "C", "O", "H", "H", "H", "H", "C", "O", "H", "H", "H", "H", "C", "O", "H", "H", "H", "H", "C", "O", "H", "H", "H", "H", "C", "O", "H", "H", "H", "H", "C", "O", "H", "H", "H", "H"],
  "positions_angstrom": [[-0.108, 1.090, 5.463], [-0.919, -0.182, 5.265], [-1.859, -0.259, 6.317], [-2.586, -1.383, 6.500], [-2.612, -2.344, 5.730], [-3.357, -1.241, 7.543], [-4.132, -2.301, 8.087], [0.473, 1.353, 4.580], [0.558, 1.016, 6.323], [-0.830, 1.869, 5.709], [-0.238, -1.027, 5.361], [-1.433, -0.248, 4.306], [-4.300, -3.117, 7.384], [-5.079, -1.844, 8.375], [-3.667, -2.731, 8.973], [-2.121, -4.610, 0.516], [-2.567, -5.948, 0.292], [-1.654, -6.995, 0.605], [-2.064, -7.752, 1.948], [-1.814, -6.812, 3.077], [-2.065, -7.490, 4.366], [-1.587, -6.554, 5.497], [-1.139, -7.181, 6.668], [0.154, -7.829, 6.559], [-1.593, -4.426, 1.451], [-3.000, -3.966, 0.489], [-1.468, -4.211, -0.261], [-0.605, -6.701, 0.653], [-1.743, -7.693, -0.227], [-1.415, -8.627, 1.993], [-3.117, -8.001, 1.823], [-2.434, -6.035, 2.896], [-1.703, -8.512, 4.477], [-3.140, -7.561, 4.537], [-2.366, -5.839, 5.761], [-0.734, -5.928, 5.233], [0.437, -8.232, 7.531], [0.879, -7.108, 6.182], [0.110, -8.642, 5.834], [3.866, 2.402, -0.875], [3.852, 3.118, 0.350], [4.893, 2.700, 1.223], [5.050, 3.718, 2.340], [5.826, 4.906, 1.919], [5.154, 5.722, 0.818], [6.004, 7.016, 0.443], [6.220, 7.835, 1.602], [7.193, 8.932, 1.509], [2.911, 2.565, -1.374], [4.025, 1.326, -0.805], [4.672, 2.823, -1.477], [5.811, 2.673, 0.636], [4.686, 1.722, 1.658], [5.558, 3.353, 3.232], [4.081, 3.930, 2.793], [5.869, 5.595, 2.656], [4.125, 5.978, 1.073], [5.111, 5.167, -0.119], [5.571, 7.587, -0.379], [7.005, 6.684, 0.167], [6.998, 9.511, 0.606], [8.236, 8.651, 1.367], [7.353, 9.579, 2.372], [-7.773, 5.112, -3.004], [-6.519, 4.827, -2.516], [-5.576, 5.907, -2.659], [-4.076, 5.470, -2.523], [-3.588, 4.780, -3.743], [-2.180, 4.573, -3.604], [-1.757, 3.740, -4.863], [-2.328, 2.452, -4.763], [-2.115, 1.677, -5.922], [-7.724, 5.389, -4.057], [-8.273, 5.933, -2.490], [-8.475, 4.279, -2.997], [-5.851, 6.691, -1.953], [-5.658, 6.389, -3.633], [-3.933, 4.832, -1.651], [-3.468, 6.360, -2.367], [-4.097, 3.909, -3.796], [-1.997, 4.008, -2.690], [-1.715, 5.559, -3.604], [-0.675, 3.642, -4.956], [-1.893, 4.249, -5.817], [-2.440, 0.673, -5.650], [-1.056, 1.709, -6.178], [-2.770, 1.927, -6.756], [-1.112, -1.327, -7.772], [-0.690, -2.610, -7.814], [0.390, -2.883, -6.955], [0.925, -4.318, -6.882], [-0.113, -5.191, -6.205], [0.282, -6.570, -6.332], [-0.863, -7.471, -5.848], [-2.074, -7.099, -6.624], [-3.317, -7.504, -6.158], [-0.343, -0.616, -8.075], [-1.336, -0.999, -6.757], [-1.799, -1.180, -8.605], [0.108, -2.528, -5.964], [1.225, -2.250, -7.257], [1.814, -4.420, -6.260], [1.127, -4.706, -7.880], [-0.997, -5.052, -6.671], [1.183, -6.734, -5.742], [0.506, -6.797, -7.375], [-1.025, -7.143, -4.821], [-0.610, -8.520, -5.997], [-3.305, -8.582, -5.994], [-4.049, -7.328, -6.946], [-3.667, -7.009, -5.252], [1.614, 6.571, -1.908], [0.336, 5.960, -1.908], [-0.331, 6.045, -0.579], [-0.831, 7.478, -0.275], [-1.781, 7.994, -1.319], [-1.898, 9.441, -1.340], [-0.622, 10.095, -1.939], [-0.567, 9.835, -3.304], [0.679, 10.319, -3.860], [2.282, 6.278, -2.718], [2.186, 6.326, -1.014], [1.521, 7.649, -1.773], [0.382, 5.729, 0.182], [-1.208, 5.409, -0.463], [0.040, 8.123, -0.162], [-1.276, 7.571, 0.716], [-1.331, 7.795, -2.201], [-1.934, 9.850, -0.330], [-2.845, 9.802, -1.739], [0.288, 9.853, -1.390], [-0.661, 11.176, -1.812], [0.627, 10.022, -4.908], [1.642, 9.959, -3.499], [0.748, 11.404, -3.769], [-1.445, -1.959, 10.592], [-0.977, -2.440, 9.346], [-0.831, -3.881, 9.277], [-0.315, -4.207, 7.885], [0.954, -3.584, 7.612], [1.330, -3.856, 6.196], [2.623, -3.035, 5.872], [2.380, -1.660, 5.867], [3.446, -0.816, 5.465], [-2.362, -2.497, 10.833], [-1.742, -0.913, 10.669], [-0.716, -2.144, 11.380], [-1.767, -4.439, 9.253], [-0.096, -4.221, 10.006], [-1.032, -3.815, 7.164], [-0.379, -5.277, 7.692], [0.829, -2.585, 7.694], [0.566, -3.623, 5.454], [1.456, -4.937, 6.142], [2.986, -3.291, 4.877], [3.436, -3.306, 6.546], [4.402, -0.977, 5.964], [3.101, 0.205, 5.627], [3.546, -0.923, 4.385], [1.207, -2.339, 2.512], [0.848, -1.395, 1.482], [1.330, -0.095, 1.756], [1.078, 0.986, 0.704], [-0.395, 1.161, 0.392], [-0.569, 2.070, -0.765], [-0.490, 1.295, -2.104], [-1.081, 0.032, -2.017], [-0.609, -0.931, -2.939], [2.285, -2.325, 2.668], [0.839, -3.312, 2.186], [0.700, -2.270, 3.475], [2.350, -0.231, 2.113], [0.822, 0.220, 2.668], [1.592, 0.648, -0.196], [1.579, 1.908, 0.997], [-0.689, 0.264, 0.034], [0.139, 2.893, -0.672], [-1.546, 2.549, -0.694], [0.566, 1.290, -2.376], [-0.984, 1.807, -2.930], [-1.234, -1.822, -2.886], [0.436, -1.226, -2.837], [-0.733, -0.512, -3.937], [1.681, -7.106, 2.786], [0.846, -5.974, 3.199], [2.714, -6.757, 2.798], [1.460, -7.957, 3.430], [1.343, -7.335, 1.775], [-0.078, -6.226, 3.144], [1.713, 0.640, -6.294], [2.144, 1.842, -6.843], [0.651, 0.433, -6.423], [2.317, -0.105, -6.812], [1.797, 0.792, -5.218], [2.293, 1.735, -7.785], [-1.624, -5.014, -3.058], [-0.419, -4.574, -3.559], [-1.429, -5.672, -2.211], [-2.214, -4.192, -2.653], [-2.282, -5.542, -3.748], [-0.213, -5.001, -4.394], [-2.738, -1.235, 1.010], [-3.667, -0.417, 0.292], [-2.132, -0.595, 1.650], [-3.239, -1.965, 1.646], [-2.100, -1.735, 0.281], [-3.217, 0.343, -0.085], [-3.043, 2.263, 2.311], [-1.650, 2.346, 2.498], [-3.420, 1.258, 2.504], [-3.458, 2.904, 3.089], [-3.448, 2.785, 1.445], [-1.141, 1.846, 1.855], [4.093, -1.461, -4.005], [2.849, -2.044, -4.339], [4.038, -0.915, -3.063], [4.851, -2.244, -4.010], [4.291, -0.699, -4.760], [2.517, -2.481, -3.551], [1.690, -3.382, -0.995], [1.709, -3.581, -2.411], [1.274, -4.169, -0.367], [2.711, -3.150, -0.691], [1.102, -2.470, -0.890], [0.843, -3.879, -2.697], [2.801, 3.744, -3.976], [3.504, 2.604, -4.465], [1.825, 3.385, -3.649], [3.257, 4.093, -3.049], [2.672, 4.547, -4.701], [3.072, 2.407, -5.300]],
  "charge": 0,
  "multiplicity": 1
}

no.,DFT total energy (eV),HOMO level (hartree)
1,-110257.8851,-0.3175
2,-119952.3613,-0.3119